Computed, not measured: a cluster of 10 separate species, C36H100N8O12 in total at a distorted geometry, with ωB97M-V with the def2-TZVPD basis set.

Last column: Löwdin charge in e.
CARTESIAN COORDINATES (ANGSTROEM)
C: -4.38 -6.58 -2.71  -0.15
O: -5.30 -6.13 -1.78  -0.20
C: -4.73 -6.09 -0.40  -0.13
C: -3.40 -5.24 -0.24  -0.42
C: -2.88 -5.04 1.19  -0.05
N: -3.49 -3.94 -0.92  0.06
H: -4.81 -7.03 -3.61  0.09
H: -3.72 -7.37 -2.33  0.09
H: -3.88 -5.69 -3.09  0.08
H: -5.47 -5.86 0.37  0.11
H: -4.61 -7.10 -0.01  0.11
H: -2.58 -5.83 -0.64  0.08
H: -1.84 -4.76 1.05  0.07
H: -2.98 -5.89 1.86  0.08
H: -3.24 -4.14 1.69  0.06
H: -4.39 -4.12 -1.35  0.02
H: -3.90 -3.32 -0.24  0.01
C: -0.55 -6.03 -2.21  -0.11
O: 0.66 -5.76 -2.88  -0.18
C: 1.53 -4.85 -2.30  -0.19
C: 2.52 -5.65 -1.36  -0.39
C: 1.95 -5.94 0.07  -0.04
N: 3.68 -4.86 -1.19  0.02
H: -0.85 -5.20 -1.57  0.07
H: -0.47 -6.93 -1.60  0.08
H: -1.34 -6.18 -2.95  0.08
H: 2.04 -4.42 -3.17  0.11
H: 0.97 -4.03 -1.84  0.11
H: 2.85 -6.58 -1.82  0.14
H: 1.56 -4.98 0.38  0.05
H: 2.67 -6.11 0.87  0.07
H: 1.16 -6.69 -0.02  0.06
H: 3.67 -4.04 -0.61  0.02
H: 4.57 -5.33 -1.11  0.08
C: 2.65 4.51 4.63  -0.15
O: 2.08 3.28 4.73  -0.15
C: 0.66 3.23 4.56  -0.15
C: 0.20 3.47 3.10  -0.44
C: -1.29 3.66 2.86  -0.04
N: 0.45 2.25 2.40  0.07
H: 3.64 4.39 5.07  0.10
H: 2.18 5.31 5.20  0.09
H: 2.76 4.94 3.63  0.06
H: 0.30 2.24 4.82  0.13
H: 0.18 4.01 5.15  0.12
H: 0.66 4.37 2.69  0.13
H: -1.63 3.88 1.85  0.06
H: -1.48 4.62 3.34  0.08
H: -1.74 2.88 3.48  0.08
H: 1.44 2.08 2.51  0.08
H: 0.39 2.47 1.42  0.04
C: -5.59 0.23 -3.97  -0.14
O: -5.87 -0.07 -2.63  -0.19
C: -5.96 -1.51 -2.35  -0.13
C: -6.40 -1.89 -0.91  -0.40
C: -5.47 -1.10 0.05  -0.06
N: -6.19 -3.26 -0.58  0.02
H: -4.89 -0.44 -4.46  0.09
H: -5.40 1.25 -4.33  0.08
H: -6.48 0.15 -4.60  0.07
H: -6.66 -1.93 -3.07  0.12
H: -4.96 -1.88 -2.55  0.12
H: -7.40 -1.69 -0.51  0.14
H: -4.44 -1.46 0.09  0.04
H: -5.83 -1.22 1.07  0.07
H: -5.63 -0.03 -0.11  0.08
H: -6.91 -3.76 -1.08  0.09
H: -6.56 -3.45 0.34  0.10
C: 6.71 -2.40 2.24  -0.08
O: 5.30 -2.55 2.54  -0.20
C: 4.44 -2.25 1.45  -0.21
C: 2.96 -2.35 1.94  -0.34
C: 2.10 -1.97 0.63  -0.05
N: 2.63 -1.63 3.21  0.06
H: 6.99 -3.35 1.78  0.08
H: 7.28 -2.20 3.15  0.08
H: 6.85 -1.56 1.57  0.07
H: 4.74 -1.24 1.19  0.10
H: 4.57 -2.85 0.55  0.10
H: 2.77 -3.39 2.21  0.12
H: 2.46 -2.48 -0.27  0.05
H: 2.09 -0.88 0.58  0.05
H: 1.07 -2.24 0.84  0.07
H: 1.66 -1.48 3.44  0.03
H: 3.00 -0.69 3.19  0.06
C: 5.11 5.82 1.74  -0.10
O: 4.93 4.41 1.70  -0.21
C: 5.55 3.81 0.58  -0.20
C: 5.16 2.27 0.43  -0.39
C: 3.61 2.13 0.28  -0.05
N: 5.50 1.57 1.64  0.04
H: 4.86 6.29 0.78  0.09
H: 6.02 6.20 2.19  0.09
H: 4.22 5.99 2.34  0.07
H: 5.13 4.19 -0.35  0.11
H: 6.61 4.02 0.48  0.12
H: 5.62 1.93 -0.49  0.13
H: 3.13 2.44 1.21  0.06
H: 3.35 1.07 0.21  0.06
H: 3.17 2.58 -0.60  0.07
H: 6.49 1.50 1.80  0.08
H: 5.09 2.15 2.36  0.07
C: 0.45 3.96 -0.44  -0.08
O: 0.31 2.55 -0.39  -0.23
C: -0.95 1.94 -0.66  -0.16
C: -0.83 0.42 -0.56  -0.41
C: -0.04 -0.26 -1.66  -0.06
N: -2.08 -0.33 -0.49  0.05
H: 0.14 4.55 -1.30  0.09
H: 1.49 4.25 -0.29  0.09
H: -0.17 4.33 0.38  0.06
H: -1.68 2.41 0.00  0.11
H: -1.30 2.25 -1.64  0.13
H: -0.35 0.27 0.40  0.11
H: 1.02 -0.08 -1.52  0.06
H: -0.12 0.13 -2.67  0.07
H: -0.10 -1.34 -1.81  0.07
H: -2.79 0.14 0.05  0.05
H: -2.12 -1.33 -0.34  0.06
C: -3.57 7.27 0.41  -0.09
O: -2.49 7.63 -0.46  -0.18
C: -1.27 7.79 0.22  -0.25
C: -0.30 8.05 -0.89  -0.39
C: 1.19 8.21 -0.32  -0.04
N: -0.71 9.30 -1.60  0.04
H: -3.72 7.83 1.34  0.08
H: -3.41 6.27 0.83  0.07
H: -4.53 7.27 -0.11  0.09
H: -1.35 8.64 0.90  0.13
H: -0.96 7.02 0.92  0.11
H: -0.30 7.17 -1.54  0.12
H: 1.59 9.20 -0.11  0.07
H: 1.93 7.86 -1.04  0.06
H: 1.31 7.58 0.56  0.06
H: -0.11 9.34 -2.41  0.06
H: -1.60 9.18 -2.06  0.06
O: -2.75 -2.06 4.31  -0.07
C: -2.46 -1.54 3.06  -0.23
C: -1.78 -0.08 3.07  -0.17
O: -0.38 -0.19 3.47  -0.13
H: -1.92 -2.01 4.80  0.09
H: -1.86 -2.33 2.61  0.10
H: -3.39 -1.68 2.51  0.10
H: -2.08 0.70 3.77  0.10
H: -1.89 0.38 2.09  0.07
H: 0.02 0.65 3.23  0.00
O: 2.15 -0.99 -5.09  -0.07
C: 1.64 -2.25 -5.51  -0.23
C: 2.78 -3.03 -6.16  -0.25
O: 2.55 -4.22 -6.89  -0.07
H: 1.59 -0.63 -4.40  0.06
H: 1.25 -2.72 -4.61  0.10
H: 0.84 -2.09 -6.24  0.12
H: 3.49 -3.38 -5.41  0.12
H: 3.31 -2.33 -6.80  0.12
H: 3.34 -4.34 -7.42  0.08

Properties
SMILES: COC[C@H](C)N.COC[C@H](C)N.COC[C@H](C)N.COC[C@H](C)N.COC[C@H](C)N.COC[C@H](C)N.COC[C@H](C)N.COC[C@H](C)N.OCCO.OCCO
Orbital gap in eV: 8.74
HOMO level in hartree: -0.30627
Relative energy (zero: lowest compared OMol25 entry of this formula, charge and spin) in kcal/mol: 171.8
E_LUMO in eV: 0.4

Computed, not measured: an isolated molecule of C3H9NS at a distorted geometry, with ωB97M-V with the def2-TZVPD basis set.

Last column: Löwdin charge in e.
CARTESIAN COORDINATES (ANGSTROEM)
C: 1.23 1.40 0.18  -0.08
C: 0.92 0.04 -0.42  -0.49
N: 2.02 -0.98 -0.11  0.04
C: -0.28 -0.57 0.27  -0.56
S: -1.96 0.10 -0.08  0.69
H: 0.50 2.00 -0.38  0.08
H: 2.25 1.87 -0.07  0.11
H: 1.00 1.39 1.23  0.07
H: 0.87 0.02 -1.46  0.11
H: 1.67 -1.68 0.52  0.05
H: 2.66 -0.49 0.40  0.01
H: -0.21 -1.63 -0.02  0.08
H: -0.11 -0.40 1.37  0.08
H: -2.62 -0.95 0.33  -0.18

Properties
SMILES: C[C@@H](N)CS
Orbital gap in eV: 10.09
HOMO level in hartree: -0.33769
Relative energy (zero: lowest compared OMol25 entry of this formula, charge and spin) in kcal/mol: 19.0
E_LUMO in eV: 0.9

Computed, not measured: a structure of composition C26H31ClGeN6O8SW at a distorted geometry, with ωB97M-V with the def2-TZVPD basis set.

Last column: Löwdin charge in e.
CARTESIAN COORDINATES (ANGSTROEM)
W: -0.04 -0.29 0.29  1.67
N: 4.30 5.89 3.02  0.11
C: 3.29 4.97 2.79  -0.31
C: 3.44 3.65 3.21  -0.02
C: 2.42 2.73 3.00  -0.08
C: 1.25 3.14 2.38  -0.31
C: 1.08 4.46 1.98  -0.05
C: 2.10 5.36 2.17  -0.02
S: -0.08 2.02 2.17  0.62
O: -1.21 2.54 2.86  -0.24
O: 0.42 0.67 2.46  -0.38
N: -0.34 1.85 0.57  -0.25
C: -1.53 2.36 0.03  -0.50
N: -2.21 1.46 -0.67  0.10
C: -3.38 1.84 -1.17  -0.09
C: -3.87 3.12 -0.96  -0.04
C: -3.05 3.98 -0.26  -0.10
N: -1.87 3.63 0.23  0.15
H: 5.22 5.54 3.21  0.09
H: 4.28 6.74 2.49  0.09
H: 4.35 3.33 3.70  0.11
H: 2.53 1.71 3.32  0.11
H: 0.15 4.77 1.51  0.10
H: 1.98 6.39 1.85  0.11
H: -3.93 1.10 -1.73  0.12
H: -4.83 3.43 -1.34  0.10
H: -3.35 5.01 -0.08  0.11
O: 1.46 -5.68 -3.63  -0.06
C: 2.24 -5.20 -2.55  -0.21
C: 1.46 -4.15 -1.81  -0.21
C: 1.71 -3.86 -0.52  -0.01
C: 0.94 -2.81 0.23  -0.38
N: 0.07 -2.03 -0.64  -0.15
C: 0.02 -2.21 -1.99  -0.24
C: 0.58 -3.28 -2.60  0.04
C: -0.22 -0.93 -2.65  -0.17
C: -0.50 -0.75 -4.00  0.06
C: -0.43 0.52 -4.54  -0.18
C: -0.66 0.74 -6.02  -0.21
O: 0.53 0.52 -6.76  -0.04
C: -0.07 1.59 -3.72  0.00
C: 0.14 1.36 -2.38  -0.11
N: 0.04 0.13 -1.84  -0.03
H: 1.94 -6.38 -4.07  0.09
H: 3.18 -4.76 -2.92  0.12
H: 2.50 -6.01 -1.86  0.12
H: 2.47 -4.41 0.02  0.12
H: 0.32 -3.31 0.97  0.13
H: 0.58 -3.38 -3.68  0.11
H: -0.74 -1.61 -4.61  0.14
H: -1.06 1.75 -6.19  0.12
H: -1.39 0.02 -6.40  0.13
H: 1.23 1.08 -6.41  0.09
H: 0.01 2.60 -4.10  0.12
H: 0.39 2.16 -1.70  0.11
O: -3.27 -1.90 2.76  -0.27
Cl: -2.49 -1.30 1.74  0.71
O: -2.47 0.15 1.83  -0.36
O: -2.91 -1.70 0.43  -0.33
O: -1.04 -1.69 1.92  -0.44
C: 3.58 0.92 0.45  -0.21
Ge: 3.28 -0.96 0.04  0.78
C: 4.82 -1.94 0.73  -0.22
C: 3.33 -1.09 -1.91  -0.19
C: 1.61 -1.57 0.89  -0.37
H: 4.31 1.33 -0.26  0.03
H: 3.98 1.04 1.45  0.01
H: 2.68 1.53 0.38  0.00
H: 5.74 -1.46 0.39  0.02
H: 4.83 -2.97 0.38  0.01
H: 4.82 -1.94 1.82  0.02
H: 4.35 -0.84 -2.21  0.03
H: 2.67 -0.36 -2.39  0.01
H: 3.08 -2.08 -2.28  0.01
H: 1.73 -1.61 1.98  0.06

Properties
Orbital gap (spin up / spin down) in eV: 6.38 / 6.49
2S+1: 3
HOMO level (spin up / spin down) in hartree: -0.24861 / -0.26631
<S²>: 2.06
Relative energy (zero: lowest compared OMol25 entry of this formula, charge and spin) in kcal/mol: 48.0
E_LUMO (spin up / spin down) in eV: -0.4 / -0.8

Computed, not measured: an isolated molecule of C10H12N2O3 at a distorted geometry, with ωB97M-V with the def2-TZVPD basis set.

Last column: Löwdin charge in e.
CARTESIAN COORDINATES (ANGSTROEM)
C: -3.27 0.47 0.86  -0.07
C: -1.87 0.44 0.89  -0.02
C: -3.68 -0.62 0.16  -0.11
C: -1.50 -0.71 0.18  -0.23
C: 0.31 2.08 -1.62  -0.23
C: 1.65 0.27 -0.78  -0.13
C: 1.92 -2.06 0.20  -0.14
C: 1.10 -0.75 0.25  -0.19
C: -0.26 -1.26 -0.10  -0.16
C: 1.55 2.43 0.44  -0.02
N: -0.09 -2.41 -0.85  0.07
N: 1.10 1.60 -0.68  -0.15
O: -0.19 3.16 -1.79  0.06
O: -2.62 -1.35 -0.26  0.04
O: 1.16 -3.01 -0.52  -0.10
H: -3.91 1.21 1.31  0.10
H: -1.22 1.14 1.37  0.10
H: -4.66 -1.00 -0.08  0.12
H: 2.74 0.34 -0.64  0.13
H: 1.45 -0.11 -1.78  0.14
H: 2.88 -1.93 -0.32  0.12
H: 2.12 -2.45 1.21  0.13
H: 1.12 -0.31 1.25  0.14
H: 2.64 2.36 0.53  0.09
H: 1.27 3.46 0.22  0.09
H: 1.09 2.12 1.37  0.08
H: -0.83 -3.11 -0.82  0.15

Properties
Orbital gap (spin up / spin down) in eV: 8.01 / 6.48
HOMO level (spin up / spin down) in hartree: -0.29161 / -0.22987
Relative energy (zero: lowest compared OMol25 entry of this formula, charge and spin) in kcal/mol: 77.7
E_LUMO (spin up / spin down) in eV: 0.1 / 0.2

Computed, not measured: an isolated molecule of C2H4N2S3, with ωB97M-V with the def2-TZVPD basis set.

Last column: Löwdin charge in e.
CARTESIAN COORDINATES (ANGSTROEM)
H: -1.42 2.83 -0.06  0.04
N: -1.92 1.98 -0.30  0.09
C: -1.20 0.95 -0.16  -0.81
N: -1.67 -0.27 -0.63  -0.44
S: -1.50 -1.74 0.21  0.77
S: 0.42 0.99 0.63  0.89
C: 1.36 -0.06 -0.40  -1.09
S: 2.93 -0.37 -0.16  0.62
H: -2.53 -0.15 -1.12  0.08
H: -2.25 -1.47 1.27  -0.15
H: 0.79 -0.50 -1.23  0.01

Properties
SMILES: [H]/N=C(/NS)SC=S
Orbital gap in eV: 8.53
HOMO level in hartree: -0.33051
Relative energy (zero: lowest compared OMol25 entry of this formula, charge and spin) in kcal/mol: 19.9
E_LUMO in eV: -0.5

Computed, not measured: a cluster of 9 separate species, C27H46N2O17S2 in total at a distorted geometry, with ωB97M-V with the def2-TZVPD basis set.

Last column: Löwdin charge in e.
CARTESIAN COORDINATES (ANGSTROEM)
C: -3.54 0.29 -2.20  -0.10
C: -3.58 1.83 -2.12  -0.11
O: -4.74 2.16 -2.87  0.06
C: -5.23 1.06 -3.51  -0.57
O: -6.18 1.08 -4.21  0.17
O: -4.46 -0.02 -3.25  0.07
H: -3.91 -0.19 -1.29  0.12
H: -2.57 -0.11 -2.48  0.10
H: -2.71 2.30 -2.56  0.12
H: -3.75 2.10 -1.08  0.13
C: 5.49 -1.68 1.48  -0.09
C: 4.83 -1.90 2.83  -0.12
O: 3.46 -1.97 2.48  0.05
C: 3.37 -2.38 1.18  -0.56
O: 2.37 -2.70 0.64  0.17
O: 4.60 -2.40 0.62  0.08
H: 6.47 -2.13 1.43  0.14
H: 5.53 -0.64 1.16  0.10
H: 5.00 -1.06 3.51  0.13
H: 5.23 -2.78 3.35  0.14
C: 2.94 0.64 -4.89  -0.10
C: 2.03 1.84 -5.21  -0.09
O: 0.73 1.36 -4.84  0.07
C: 0.80 0.09 -4.40  -0.58
O: -0.14 -0.48 -3.93  0.14
O: 2.02 -0.42 -4.60  0.07
H: 3.60 0.87 -4.05  0.11
H: 3.58 0.26 -5.68  0.13
H: 2.06 1.99 -6.28  0.13
H: 2.27 2.71 -4.61  0.11
C: 3.75 1.97 0.95  -0.09
C: 5.05 1.81 0.12  -0.12
O: 4.62 1.14 -1.04  0.07
C: 3.25 1.13 -1.09  -0.53
O: 2.66 0.44 -1.85  0.19
O: 2.74 1.75 -0.02  0.01
H: 3.67 2.91 1.49  0.14
H: 3.70 1.17 1.71  0.12
H: 5.79 1.28 0.70  0.11
H: 5.44 2.81 -0.11  0.13
C: -0.84 4.82 -1.09  -0.11
C: -0.14 3.44 -0.96  -0.11
O: 0.85 3.51 -1.98  0.05
C: 0.63 4.54 -2.81  -0.55
O: 1.22 4.77 -3.81  0.17
O: -0.43 5.27 -2.37  0.07
H: -0.57 5.53 -0.31  0.13
H: -1.92 4.68 -1.02  0.13
H: -0.81 2.60 -1.08  0.10
H: 0.33 3.45 0.02  0.12
C: -0.63 -4.07 -1.39  -0.09
C: 0.42 -4.41 -2.48  -0.25
C: 1.83 -4.62 -2.01  -0.17
C: 1.85 -5.65 -0.94  -0.25
N: 1.83 -6.45 -0.12  0.14
H: -0.19 -3.30 -0.76  0.04
H: -0.86 -4.92 -0.75  0.07
H: -1.50 -3.71 -1.94  0.08
H: 0.34 -3.58 -3.19  0.10
H: 0.05 -5.23 -3.11  0.11
H: 2.32 -3.78 -1.50  0.09
H: 2.47 -5.06 -2.78  0.12
C: -1.87 3.00 6.36  -0.11
C: -1.59 2.79 4.87  -0.26
C: -2.41 1.63 4.27  -0.20
C: -3.85 1.88 4.31  -0.24
N: -4.98 2.08 4.29  0.15
H: -2.81 3.53 6.52  0.08
H: -1.05 3.52 6.85  0.07
H: -2.01 2.04 6.86  0.08
H: -0.53 2.57 4.73  0.10
H: -1.78 3.67 4.25  0.11
H: -2.23 0.70 4.81  0.12
H: -2.10 1.47 3.24  0.09
C: 0.81 0.19 1.35  -0.23
S: -0.76 -0.48 0.74  0.84
O: -1.78 0.61 0.85  -0.56
C: -0.24 -0.63 -0.97  -0.27
H: 1.19 -0.50 2.11  0.04
H: 0.57 1.10 1.90  0.06
H: 1.51 0.34 0.54  0.02
H: -0.99 -1.03 -1.64  0.03
H: 0.67 -1.22 -0.99  0.05
H: -0.09 0.41 -1.28  0.05
C: -4.15 -2.19 1.77  -0.25
S: -4.97 -2.50 3.37  0.79
O: -6.43 -2.37 3.14  -0.55
C: -4.70 -4.28 3.50  -0.27
H: -3.56 -3.07 1.49  0.04
H: -3.41 -1.42 1.98  0.01
H: -4.88 -1.91 1.02  0.06
H: -5.16 -4.57 4.44  0.04
H: -3.66 -4.61 3.57  0.05
H: -5.25 -4.70 2.66  0.06

Properties
Orbital gap in eV: 8.02
HOMO level in hartree: -0.31379
Relative energy (zero: lowest compared OMol25 entry of this formula, charge and spin) in kcal/mol: 0.0
E_LUMO in eV: -0.5

- Among the records above, which one has the highest relative energy (zero: lowest compared OMol25 entry of this formula, charge and spin)?
  C36H100N8O12